[1]
C22H35NO7P2RhSi2 as an isolated structure at a distorted geometry. Source: the Open Molecules 2025 dataset; level of theory: wB97M-V/def2-TZVPD.

- Multiplicity: 1
- Total charge: -1
- HOMO level (alpha / beta): -0.210 / -0.209 Ha
- Lowest unoccupied orbital energy (alpha / beta): 2.47 / 2.47 eV
- Frontier orbital gap (alpha / beta): 8.18 / 8.17 eV
- E: -76556.4352 eV
- Strongest force on any atom: 0.030 Eh/bohr

Element x y z (Å)
Rh (0.054, 0.034, 0.113)
C (-0.202, 1.553, 1.536)
Si (-1.227, 2.711, 0.520)
C (-0.475, 2.705, -1.197)
N (-0.059, 1.362, -1.709)
C (-1.067, 0.770, -2.641)
C (-0.764, 1.006, -4.127)
C (-0.126, 2.364, -4.387)
C (1.183, 2.482, -3.588)
C (1.225, 1.475, -2.434)
C (-0.494, 4.422, 1.161)
C (0.866, 4.728, 1.021)
C (1.445, 5.849, 1.600)
C (0.671, 6.715, 2.360)
C (-0.676, 6.438, 2.530)
C (-1.242, 5.313, 1.938)
C (-3.044, 3.083, 0.793)
C (-3.782, 2.453, 1.793)
C (-5.112, 2.775, 2.017)
C (-5.739, 3.727, 1.227)
C (-5.026, 4.359, 0.219)
C (-3.690, 4.044, 0.015)
H (-0.690, 1.120, 2.406)
H (0.785, 1.935, 1.789)
H (0.437, 3.294, -1.101)
H (-1.105, 3.239, -1.918)
H (-2.037, 1.179, -2.378)
H (-1.123, -0.299, -2.450)
H (-1.703, 0.908, -4.675)
H (-0.102, 0.222, -4.506)
H (-0.820, 3.156, -4.098)
H (0.064, 2.491, -5.454)
H (1.300, 3.495, -3.200)
H (2.047, 2.293, -4.229)
H (2.003, 1.749, -1.727)
H (1.461, 0.479, -2.809)
H (1.519, 4.060, 0.465)
H (2.504, 6.042, 1.464)
H (1.116, 7.589, 2.821)
H (-1.295, 7.100, 3.126)
H (-2.300, 5.130, 2.087)
H (-3.322, 1.677, 2.394)
H (-5.667, 2.258, 2.789)
H (-6.784, 3.964, 1.387)
H (-5.510, 5.099, -0.408)
H (-3.140, 4.569, -0.761)
O (-0.406, -1.329, 2.134)
P (-1.337, -2.347, 1.231)
O (-1.597, -3.618, 1.913)
O (-0.616, -2.251, -0.103)
O (-2.701, -1.484, 1.150)
P (-3.180, -0.508, -0.060)
O (-2.929, -1.436, -1.344)
O (-4.593, -0.148, 0.074)
O (-2.135, 0.620, -0.091)
H (-0.800, -1.205, 3.005)
H (-2.075, -1.902, -1.236)
C (3.206, -1.080, -1.301)
Si (2.341, -0.275, 0.168)
C (3.341, 1.278, 0.604)
C (2.672, -1.442, 1.614)
H (4.223, -1.320, -0.975)
H (3.281, -0.446, -2.185)
H (2.716, -2.012, -1.592)
H (4.388, 0.993, 0.750)
H (2.979, 1.703, 1.543)
H (3.325, 2.076, -0.142)
H (3.747, -1.555, 1.788)
H (2.245, -2.430, 1.430)
H (2.214, -1.058, 2.527)

[2]
A 2-piece molecular cluster, C5H8Cl2N2 overall at a distorted geometry. Source: the Open Molecules 2025 dataset; level of theory: wB97M-V/def2-TZVPD.

- Multiplicity: 1
- SMILES: C=N/C(C)=C/Cl.[H]/N=C\Cl
- HOMO level: -0.331 Ha
- Lowest unoccupied orbital energy: 0.47 eV
- Frontier orbital gap: 9.48 eV
- E: -33337.4234 eV
- Strongest force on any atom: 0.091 Eh/bohr

Element x y z (Å)
C (1.802, -1.108, 1.799)
N (1.850, -0.569, 0.672)
C (0.912, 0.316, 0.161)
C (0.861, 0.411, -1.348)
C (0.331, 1.259, 0.900)
Cl (-0.734, 2.453, 0.216)
H (2.636, -1.731, 2.104)
H (1.002, -1.086, 2.639)
H (1.831, -0.055, -1.766)
H (0.855, 1.535, -1.552)
H (-0.049, -0.106, -1.830)
H (0.504, 1.431, 1.958)
H (-3.605, -1.272, 0.073)
N (-2.875, -0.879, -0.567)
C (-2.956, 0.283, -0.819)
Cl (-4.307, 1.214, -0.013)
H (-2.495, 0.956, -1.481)

[3]
A single C6H11NP2 molecule at a distorted geometry. Source: the Open Molecules 2025 dataset; level of theory: wB97M-V/def2-TZVPD.

- Multiplicity: 1
- SMILES: Cc1cc(P)n(P)c1C
- HOMO level: -0.277 Ha
- Lowest unoccupied orbital energy: 0.79 eV
- Frontier orbital gap: 8.33 eV
- E: -26465.5602 eV
- Strongest force on any atom: 0.105 Eh/bohr

Element x y z (Å)
C (2.381, 1.141, -0.007)
C (1.069, 0.379, -0.386)
C (0.657, -0.253, -1.540)
C (-0.594, -0.761, -1.306)
P (-1.992, -1.164, -2.448)
N (-0.945, -0.586, 0.023)
P (-2.484, -0.911, 0.544)
C (0.198, 0.010, 0.658)
C (0.176, 0.240, 2.143)
H (2.256, 1.474, 1.042)
H (3.296, 0.571, -0.313)
H (2.215, 2.017, -0.678)
H (1.280, -0.159, -2.386)
H (-1.408, -0.610, -3.649)
H (-2.459, 0.065, -1.997)
H (-2.363, -0.039, 1.642)
H (-2.111, -2.067, 1.326)
H (-0.231, 1.269, 2.366)
H (-0.218, -0.733, 2.604)
H (1.276, 0.119, 2.364)

[4]
A single C5H9NO molecule at a distorted geometry. Source: the Open Molecules 2025 dataset; level of theory: wB97M-V/def2-TZVPD.

- Multiplicity: 1
- HOMO level: -0.328 Ha
- Lowest unoccupied orbital energy: 0.87 eV
- Frontier orbital gap: 9.81 eV
- E: -8866.7792 eV
- Strongest force on any atom: 0.074 Eh/bohr

Element x y z (Å)
C (-1.336, -0.300, 0.014)
C (-0.328, 1.725, -0.103)
C (0.203, -0.356, 0.005)
C (0.852, -0.660, 1.320)
C (0.852, -0.863, -1.240)
N (-1.576, 1.023, 0.005)
O (-2.118, -1.217, 0.025)
H (-0.029, 2.304, 0.760)
H (-0.091, 2.139, -1.074)
H (0.507, 0.023, 2.094)
H (1.935, -0.585, 1.240)
H (0.589, -1.674, 1.632)
H (0.586, -0.261, -2.108)
H (0.500, -1.879, -1.431)
H (1.938, -0.882, -1.149)
H (-2.486, 1.463, 0.009)

What are the ΔE to the lowest compared entry with this formula, charge and spin values for these records? In order: 15.68 57.33 39.24 56.11 kcal/mol.